{
  "formula": "C29H41IrN2O3P2",
  "method": "ωB97M-V/def2-TZVPD",
  "homo_lumo_gap_ev": [7.03, 5.40],
  "molar_mass_g_mol": 719.82,
  "fmax_ha_per_bohr": 0.013,
  "s_squared": 0.7702,
  "e_homo_ha": [-0.380, -0.379],
  "total_charge": 1,
  "multiplicity": 2,
  "relative_energy_kcal_mol": 0.0,
  "species": ["Ir", "C", "C", "C", "P", "C", "C", "C", "C", "C", "C", "C", "C", "C", "N", "C", "C", "C", "C", "C", "C", "P", "C", "C", "C", "C", "C", "C", "H", "H", "H", "H", "H", "H", "H", "H", "H", "H", "H", "H", "H", "H", "H", "H", "H", "H", "H", "H", "H", "H", "H", "H", "H", "H", "H", "H", "H", "H", "H", "H", "H", "H", "H", "H", "C", "C", "C", "C", "C", "H", "H", "H", "H", "H", "O", "N", "O", "O"],
  "xyz": [[-0.3632, -0.2414, 0.2790], [1.3799, -0.4633, 4.7873], [1.2015, -0.7178, 3.2937], [2.4354, -0.2547, 2.5143], [-0.3078, 0.1014, 2.5914], [-1.6702, -0.3768, 3.7163], [-2.9813, 0.3254, 3.3900], [-1.8437, -1.8999, 3.6735], [0.0682, 1.8273, 2.7212], [-0.0027, 2.5419, 3.9179], [0.3311, 3.8801, 3.9556], [0.7498, 4.4883, 2.7734], [0.8256, 3.7893, 1.5840], [0.4778, 2.4289, 1.5222], [0.4436, 1.6886, 0.3376], [0.2079, 2.3946, -0.8688], [1.1600, 3.2181, -1.4644], [0.8698, 3.8852, -2.6460], [-0.3677, 3.7345, -3.2584], [-1.3137, 2.8920, -2.6927], [-1.0233, 2.2173, -1.5105], [-2.0309, 1.0196, -0.6176], [-2.9879, -0.1819, -1.6501], [-3.4182, 0.2751, -3.0443], [-4.1427, -0.7581, -0.8229], [-3.2796, 2.0265, 0.2899], [-2.6461, 3.0948, 1.1748], [-4.2404, 2.7042, -0.6950], [2.2698, -0.9991, 5.1216], [0.5426, -0.8280, 5.3824], [1.5374, 0.5938, 5.0025], [1.0799, -1.7885, 3.1297], [2.6196, 0.8105, 2.6648], [2.3342, -0.4376, 1.4432], [3.3104, -0.8030, 2.8650], [-1.3451, -0.0767, 4.7155], [-3.3041, 0.0767, 2.3773], [-2.9006, 1.4080, 3.4839], [-3.7595, -0.0167, 4.0737], [-2.2345, -2.2131, 2.7030], [-2.5616, -2.2114, 4.4327], [-0.9131, -2.4351, 3.8612], [-0.3457, 2.0492, 4.8195], [0.2681, 4.4408, 4.8771], [1.0162, 5.5374, 2.7757], [1.1312, 4.3169, 0.6940], [2.1356, 3.3204, -1.0059], [1.6223, 4.5182, -3.0975], [-0.5899, 4.2544, -4.1798], [-2.2675, 2.7623, -3.1840], [-2.2766, -0.9964, -1.7793], [-4.0433, 1.1656, -3.0238], [-4.0025, -0.5217, -3.5073], [-2.5597, 0.4709, -3.6869], [-4.9651, -0.0539, -0.7022], [-3.8049, -1.0819, 0.1637], [-4.5349, -1.6382, -1.3332], [-3.8463, 1.3208, 0.8992], [-2.0847, 3.8124, 0.5728], [-1.9746, 2.6844, 1.9207], [-3.4361, 3.6420, 1.6913], [-3.7029, 3.3433, -1.3965], [-4.9133, 3.3465, -0.1258], [-4.8536, 2.0015, -1.2530], [0.1497, -0.5918, -2.0094], [1.3951, -0.3938, -1.4131], [2.0704, -1.6839, -1.3418], [1.2614, -2.6398, -1.9369], [0.0921, -2.0167, -2.3583], [-0.3651, 0.1608, -2.5863], [1.8891, 0.5522, -1.2623], [3.0294, -1.8514, -0.8761], [1.4806, -3.6931, -2.0143], [-0.7356, -2.4999, -2.8573], [0.6861, -2.2270, 0.9793], [-0.3651, -2.8712, 0.6967], [-0.4906, -4.0480, 0.8401], [-1.3163, -2.1314, 0.2368]],
  "forces_ev_per_angstrom": [[-0.015, 0.217, 0.656], [-0.013, 0.012, 0.030], [0.034, -0.089, -0.188], [-0.004, -0.024, -0.011], [-0.246, -0.310, -0.018], [-0.048, -0.105, -0.099], [0.017, 0.021, 0.028], [0.024, 0.045, 0.023], [0.041, 0.055, 0.039], [0.017, 0.075, -0.005], [0.004, -0.021, -0.048], [-0.016, -0.060, 0.006], [0.032, 0.040, -0.039], [-0.118, 0.076, -0.098], [0.178, -0.220, 0.044], [0.206, 0.198, -0.055], [0.034, 0.001, 0.000], [-0.046, -0.024, 0.005], [0.012, -0.021, 0.043], [0.014, 0.038, 0.002], [-0.093, 0.057, -0.154], [-0.040, -0.094, 0.124], [-0.024, 0.006, -0.014], [-0.005, 0.017, 0.037], [0.004, -0.003, 0.004], [0.009, -0.001, 0.018], [-0.001, 0.003, -0.010], [0.005, -0.045, -0.027], [0.006, 0.011, 0.004], [0.018, 0.005, 0.011], [-0.015, 0.014, 0.004], [-0.031, 0.067, 0.032], [-0.004, -0.006, 0.004], [0.041, 0.026, 0.034], [0.002, 0.007, 0.013], [-0.002, -0.003, 0.013], [0.020, -0.028, 0.034], [-0.025, 0.006, -0.028], [0.007, 0.007, 0.013], [0.015, -0.003, -0.017], [-0.006, 0.019, 0.000], [-0.003, -0.027, 0.015], [0.003, -0.013, 0.007], [0.000, 0.007, -0.001], [-0.001, 0.004, 0.003], [0.002, 0.008, 0.015], [-0.009, -0.003, 0.003], [-0.004, 0.003, -0.004], [0.007, 0.003, -0.002], [-0.016, -0.021, 0.000], [-0.020, -0.013, -0.001], [-0.011, 0.010, -0.020], [0.018, -0.015, -0.001], [-0.004, 0.024, -0.008], [0.010, 0.002, 0.008], [-0.019, -0.008, 0.003], [0.004, 0.003, -0.006], [0.021, 0.044, 0.014], [0.001, -0.001, 0.004], [-0.032, 0.024, 0.007], [-0.016, -0.004, -0.011], [-0.002, 0.017, -0.004], [-0.006, -0.004, 0.005], [0.001, 0.006, -0.022], [-0.039, -0.195, -0.284], [0.205, -0.091, -0.086], [-0.086, 0.105, 0.032], [-0.037, -0.037, -0.021], [0.012, 0.024, 0.054], [-0.021, -0.003, 0.064], [-0.035, -0.001, 0.051], [0.004, 0.003, -0.008], [-0.007, -0.001, -0.009], [0.001, 0.004, 0.004], [0.027, 0.244, -0.145], [-0.091, -0.207, -0.016], [0.030, 0.100, -0.005], [0.124, 0.048, -0.041]],
  "lowdin_charge": [1.085, -0.084, -0.508, -0.095, 1.000, -0.513, -0.090, -0.088, -0.348, -0.088, -0.072, -0.054, -0.016, -0.316, -0.142, -0.344, -0.030, -0.044, -0.057, -0.071, -0.299, 1.018, -0.504, -0.081, -0.092, -0.488, -0.085, -0.081, 0.093, 0.074, 0.075, 0.089, 0.086, 0.044, 0.093, 0.102, 0.053, 0.073, 0.095, 0.072, 0.093, 0.075, 0.110, 0.108, 0.114, 0.098, 0.126, 0.115, 0.112, 0.097, 0.056, 0.067, 0.092, 0.074, 0.076, 0.065, 0.096, 0.083, 0.093, 0.038, 0.098, 0.078, 0.094, 0.059, -0.235, -0.133, -0.024, -0.076, -0.023, 0.094, 0.104, 0.122, 0.122, 0.123, -0.110, -0.519, 0.148, -0.172]
}